Entry 1:
Formula: C5H6O2
Source: the OMol25 dataset
Level of theory: the ωB97M-V functional and the def2-TZVPD basis

Geometry as XYZ:
```
13
Properties=species:S:1:pos:R:3:mulliken_charge:R:1
O -2.2113 -0.1491 0.6189 -0.512
C -1.0596 -0.4517 0.8277 -0.246
C -0.1679 -0.9607 -0.2615 -0.647
C -0.5254 1.9430 -0.5094 -0.068
O 0.2062 2.2218 0.4106 -0.404
C 1.2798 -0.9674 -0.0612 -0.283
C 2.4727 -1.0389 0.0929 0.194
H -1.3850 1.2754 -0.3710 0.253
H -0.6166 -0.5277 1.8299 0.415
H -0.6409 -1.9555 -0.0340 0.250
H -0.4555 -0.6466 -1.2743 0.367
H -0.3786 2.3192 -1.5348 0.263
H 3.5248 -1.1438 0.2581 0.418
```

Results
Frontier orbital gap   10.7407 eV
HOMO   -9.95 eV
Lowest unoccupied orbital energy   0.794 eV
Electronic energy   -344.461428 Eh
Relative energy (zero: lowest compared OMol25 entry of this formula, charge and spin)   368.8 kJ/mol
SMILES   C#CCC=O.C=O


Entry 2:
Formula: C48H132N12O12
Source: the OMol25 dataset
Level of theory: the ωB97M-V functional and the def2-TZVPD basis

Geometry as XYZ:
```
204
Properties=species:S:1:pos:R:3:mulliken_charge:R:1
C -1.1864 -5.6405 -2.4671 -1.337
C -0.0407 -4.8038 -1.8195 -0.011
C -0.4790 -3.3624 -2.2010 1.484
O -0.0810 -3.1396 -3.5543 -0.595
C -0.2759 -1.8290 -3.9640 -0.116
N 0.1745 -4.9478 -0.3867 -0.371
H -2.1279 -5.4683 -1.9558 0.096
H -0.9849 -6.7507 -2.4534 0.407
H -1.3308 -5.3946 -3.5353 0.333
H 0.9657 -5.0192 -2.3415 0.460
H 0.0902 -2.6589 -1.5755 -0.389
H -1.5014 -3.2512 -2.0776 -0.437
H -0.0656 -1.8109 -5.0075 0.444
H 0.4225 -1.2079 -3.4232 -0.143
H -1.3031 -1.4775 -3.6472 -0.164
H -0.5333 -4.3681 0.0249 -0.005
H 1.1209 -4.6081 -0.1749 0.106
C -3.3074 -4.7749 1.1407 -1.580
C -2.8303 -3.4280 1.7057 2.031
C -1.9779 -3.6346 2.8808 -0.807
O -1.7910 -2.4433 3.6138 -0.084
C -0.9205 -2.6816 4.6648 -0.689
N -2.1584 -2.5581 0.7257 1.412
H -3.8985 -4.5872 0.2394 0.010
H -3.8881 -5.3426 1.8849 0.569
H -2.5140 -5.4420 0.8194 0.399
H -3.7804 -3.0300 2.1222 -0.999
H -0.9614 -4.0117 2.6422 -0.067
H -2.4255 -4.4034 3.5153 0.474
H -1.2919 -3.5763 5.2482 0.334
H -0.9648 -1.8335 5.3845 0.156
H 0.0312 -3.0075 4.3233 0.223
H -2.6647 -2.4319 -0.1781 -0.598
H -1.9242 -1.8018 1.2513 -0.906
C 2.6906 -7.6201 3.3834 -1.444
C 2.9199 -6.1453 3.0591 0.306
C 3.5556 -6.1020 1.6468 -0.824
O 3.7291 -4.7981 1.2521 -0.120
C 4.1578 -4.7699 -0.0340 -0.815
N 1.6277 -5.3934 3.1360 -0.275
H 1.8341 -8.0527 2.6655 0.341
H 2.3764 -7.8393 4.4013 0.356
H 3.5801 -8.1930 3.1100 0.390
H 3.6775 -5.6651 3.7257 0.241
H 2.8027 -6.5598 1.0120 0.441
H 4.5615 -6.6810 1.6204 0.302
H 5.2308 -4.9357 -0.0808 0.287
H 3.8709 -3.8012 -0.5013 0.135
H 3.6891 -5.6044 -0.5915 0.450
H 0.9355 -6.0582 2.8666 0.339
H 1.5128 -4.6644 2.3862 -0.197
C 0.4704 3.6447 -6.5026 -1.527
C 0.6618 2.8874 -5.2109 0.918
C -0.4986 2.9270 -4.2733 -0.326
O -0.7356 4.2559 -3.7654 -0.303
C -2.0192 4.5202 -3.2744 -0.602
N 0.8883 1.4559 -5.3389 -0.343
H 1.4466 3.5638 -6.9331 0.476
H 0.2169 4.7134 -6.3098 0.318
H -0.4533 3.3850 -7.0671 0.329
H 1.4332 3.3066 -4.6306 -0.163
H -0.2657 2.3271 -3.4067 -0.204
H -1.3527 2.5399 -4.8183 0.419
H -2.7472 4.7410 -4.1250 0.260
H -1.9422 5.3743 -2.6072 0.256
H -2.3623 3.5857 -2.6790 0.113
H 1.2794 1.2055 -6.2681 0.256
H 1.4757 0.9129 -4.6367 0.016
C -3.9514 -3.8529 -3.8458 -1.404
C -4.7305 -3.4279 -2.6113 2.179
C -4.6796 -1.9275 -2.3783 -0.941
O -3.3533 -1.4659 -2.2892 0.489
C -3.2980 -0.0847 -2.4149 -0.905
N -6.1642 -3.8244 -2.5714 -0.563
H -4.3409 -3.3390 -4.7173 0.398
H -4.0090 -4.9420 -4.0007 0.374
H -2.8772 -3.7503 -3.7577 0.063
H -4.1619 -3.8626 -1.7779 -1.226
H -5.3150 -1.6526 -1.5030 0.050
H -5.1284 -1.4085 -3.2678 0.526
H -3.6288 0.2002 -3.4253 0.476
H -2.2823 0.2058 -2.2593 -0.084
H -3.8927 0.4129 -1.6010 0.268
H -6.5183 -3.8351 -3.5144 0.261
H -6.3526 -4.7651 -2.1725 0.275
C 2.5696 6.6786 -0.2014 -1.300
C 2.3705 6.2064 -1.6439 0.089
C 3.3143 4.9950 -1.8204 0.485
O 4.6487 5.3493 -1.4313 -0.486
C 5.4480 4.1210 -1.5938 -0.395
N 0.9589 5.8442 -1.8101 -0.387
H 1.9832 6.1272 0.5087 0.119
H 2.1404 7.6690 -0.0768 0.400
H 3.5886 6.8087 0.1655 0.377
H 2.5991 7.0150 -2.3348 0.468
H 3.3670 4.6440 -2.8517 0.532
H 3.0027 4.1264 -1.2272 -0.569
H 5.5963 3.7767 -2.6042 0.307
H 4.9077 3.3403 -1.0529 -0.156
H 6.4039 4.2883 -1.1027 0.373
H 0.6869 5.1464 -1.1279 -0.135
H 0.8050 5.3987 -2.7248 0.283
C 4.6178 -0.8813 -6.1964 -1.483
C 5.3696 0.1885 -5.4875 1.000
C 5.2990 0.0124 -4.0125 -1.067
O 4.0092 0.2621 -3.5446 0.143
C 3.8998 0.4683 -2.1784 -0.461
N 6.7591 0.1426 -5.8929 -0.710
H 4.8188 -0.7990 -7.2257 0.403
H 3.5712 -0.8583 -6.0025 0.245
H 4.8228 -1.8897 -5.8814 0.360
H 4.8894 1.1713 -5.7667 0.066
H 6.0225 0.6339 -3.4967 0.324
H 5.5730 -1.0332 -3.7127 0.306
H 4.1348 -0.3989 -1.5884 0.399
H 2.9177 0.7243 -1.8032 -0.152
H 4.5608 1.3689 -1.9412 0.008
H 6.8250 0.5241 -6.8502 0.286
H 7.3741 0.6792 -5.2575 0.237
C 3.1848 -1.6492 3.9905 -1.747
C 2.8708 -1.0399 2.6752 3.517
C 4.1369 -0.8511 1.9457 -0.639
O 4.8673 0.0071 2.7814 -0.374
C 6.1805 0.4461 2.4927 -0.788
N 1.9585 -1.8629 1.8837 0.947
H 2.2742 -1.7706 4.5130 0.490
H 3.8813 -1.0698 4.6277 0.304
H 3.6533 -2.6432 3.8668 0.225
H 2.4227 -0.0311 2.8439 -2.218
H 3.9853 -0.3942 0.9784 -0.004
H 4.6157 -1.8419 1.7588 0.640
H 6.5047 0.7263 3.5065 0.292
H 6.1578 1.3524 1.8261 0.141
H 6.8825 -0.3217 2.1537 0.315
H 1.2040 -2.1562 2.5231 -0.644
H 2.3891 -2.8133 1.5864 -0.486
C -8.5521 0.1867 3.4626 -1.321
C -7.0667 0.0758 3.3761 0.143
C -6.5586 -1.2782 2.8438 -0.388
O -6.8155 -1.4307 1.4119 -0.359
C -6.4974 -2.6886 0.8505 -0.083
N -6.4074 1.2023 2.7836 -0.425
H -8.8478 1.2605 3.5925 0.383
H -8.9120 -0.2736 4.4149 0.346
H -9.0902 -0.2628 2.6441 0.255
H -6.7055 -0.1062 4.3407 0.308
H -7.2465 -2.0481 3.4308 0.293
H -5.5462 -1.5382 3.1284 0.109
H -6.8811 -2.6967 -0.1535 0.245
H -7.1019 -3.4588 1.3913 0.454
H -5.4863 -2.9718 0.9665 -0.294
H -6.6658 1.3455 1.8111 0.231
H -6.6921 1.9884 3.2865 0.246
C 0.4542 3.6521 5.4736 -1.672
C 0.7486 2.5369 4.5210 1.815
C 2.1647 2.7901 3.8107 -1.429
O 1.8571 3.1279 2.5122 0.791
C 3.0979 3.2579 1.7800 0.034
N 0.8328 1.2980 5.2814 -0.665
H 1.2588 3.7153 6.3079 0.348
H -0.5475 3.5330 5.9503 0.391
H 0.4782 4.5708 4.8966 0.355
H -0.0081 2.6042 3.7581 -0.994
H 2.7356 1.8349 3.7666 0.339
H 2.6317 3.5886 4.2964 0.760
H 3.6635 2.3019 1.6683 -0.350
H 3.8246 3.9512 2.2998 0.486
H 2.8234 3.7592 0.8556 -0.329
H 1.2315 0.5431 4.7073 0.069
H -0.1750 1.1152 5.5316 0.361
C -1.9702 6.6840 1.2069 -1.408
C -1.3532 5.6978 2.3157 0.073
C -1.7793 4.2495 2.0208 0.386
O -3.1631 4.3203 2.0737 -0.513
C -3.7597 3.6990 0.9192 -0.401
N 0.1392 5.8246 2.2704 -0.275
H -3.0578 6.5787 1.1328 0.329
H -1.6118 6.3948 0.2358 0.194
H -1.7238 7.7228 1.4627 0.414
H -1.6982 5.9288 3.3043 0.365
H -1.3537 3.5346 2.6976 0.052
H -1.5799 4.0091 0.9848 0.010
H -3.3497 2.7351 0.7567 -0.055
H -3.5283 4.3425 0.0641 0.319
H -4.8364 3.6277 1.0125 0.293
H 0.4267 6.5889 2.8529 0.297
H 0.5852 5.0180 2.6762 -0.299
C 0.4257 2.1941 -0.5730 -0.016
C 0.6683 0.8797 0.1919 1.495
C -0.3104 0.7197 1.3666 -0.147
O -1.6381 0.9112 0.8759 0.995
C -2.6335 0.6265 1.8423 -1.339
N 0.5755 -0.2520 -0.6960 0.508
H -0.5500 2.3301 -1.0166 -0.040
H 1.0935 2.3397 -1.4151 0.269
H 0.5358 2.9629 0.1841 -0.608
H 1.6989 0.9766 0.6029 -1.149
H -0.0474 1.4732 2.1585 -0.154
H -0.1913 -0.2562 1.7741 -0.072
H -3.4872 0.3257 1.2296 0.357
H -2.7751 1.4914 2.3871 0.424
H -2.3152 -0.1529 2.6098 0.056
H -0.3307 -0.3073 -1.0756 -0.344
H 0.7121 -1.0577 -0.1457 -0.032
```

Results
Frontier orbital gap   9.2763 eV
HOMO   -8.73 eV
Lowest unoccupied orbital energy   0.546 eV
Electronic energy   -3467.601719 Eh
Relative energy (zero: lowest compared OMol25 entry of this formula, charge and spin)   485.3 kJ/mol
SMILES   COC[C@H](C)N.COC[C@H](C)N.COC[C@H](C)N.COC[C@H](C)N.COC[C@H](C)N.COC[C@H](C)N.COC[C@H](C)N.COC[C@H](C)N.COC[C@H](C)N.COC[C@H](C)N.COC[C@H](C)N.COC[C@H](C)N